Entry 1:
DFT (ωB97M-V with the def2-TZVPD basis set) results for one molecule with the formula C18H22ClNO3.

Structure (XYZ):
```
45
Properties=species:S:1:pos:R:3
C -0.3457 5.1963 -1.8089
C -0.0759 3.7956 -1.3484
C 0.4511 2.8203 -2.1337
C 0.8201 3.0599 -3.5641
C 0.6675 1.5051 -1.5811
C 1.2068 0.4364 -2.3076
C 1.3828 -0.7894 -1.7155
Cl 2.0441 -2.1013 -2.6196
C 1.0389 -1.0166 -0.3702
O 1.2312 -2.2331 0.1481
C 0.5072 0.0393 0.3727
C 0.1782 -0.1329 1.8377
N -0.3186 -1.4736 2.1263
C -0.2603 -1.8119 3.5396
C -0.6049 -3.2867 3.7255
C -1.9951 -3.5780 3.1699
C -2.0680 -3.1413 1.7068
C -3.4615 -3.3572 1.1268
C -1.6663 -1.6693 1.6070
C 0.3253 1.2826 -0.2389
O -0.1940 2.2708 0.5253
C -0.4238 3.5282 0.0425
O -0.9011 4.3330 0.8076
H -1.0556 5.2066 -2.6345
H -0.7663 5.7593 -0.9796
H 0.5721 5.6843 -2.1332
H 1.8815 2.8669 -3.7115
H 0.6092 4.0809 -3.8608
H 0.2602 2.3865 -4.2111
H 1.4874 0.5619 -3.3391
H 0.7819 -2.2477 1.0361
H 1.0961 0.0206 2.4172
H -0.5367 0.6457 2.1403
H 0.7537 -1.6200 3.9007
H -0.9565 -1.1903 4.1270
H -0.5572 -3.5383 4.7858
H 0.1327 -3.8936 3.1966
H -2.2183 -4.6425 3.2557
H -2.7430 -3.0298 3.7482
H -1.3473 -3.7306 1.1297
H -3.4904 -3.0621 0.0805
H -4.1970 -2.7677 1.6705
H -3.7426 -4.4050 1.1968
H -1.6809 -1.3506 0.5613
H -2.3920 -1.0496 2.1603
```

Calculated values
Total charge: 0
Lowest unoccupied orbital energy in eV: 0.2631
Kohn-Sham gap in eV: 8.4
SMILES string: Cc1c(C)c2cc(Cl)c(O)c(CN3CCC[C@@H](C)C3)c2oc1=O
Relative energy (zero: lowest compared OMol25 entry of this formula, charge and spin) in eV: 0.2162
HOMO in eV: -8.120
Molecular weight in g mol⁻¹: 335.83

Entry 2:
DFT (ωB97M-V with the def2-TZVPD basis set) results for a 3-piece molecular cluster, C18H22FIN2O7S overall at a distorted geometry.

Structure (XYZ):
```
52
Properties=species:S:1:pos:R:3
C 2.8565 -0.8984 -1.5894
C 2.4196 -0.4296 -2.9965
F 2.5667 0.9554 -3.0547
C 0.9713 -0.8270 -3.3787
O 0.7692 -2.2460 -3.1627
S -0.8618 -2.5839 -3.3647
O -0.9337 -4.0528 -3.1732
O -1.5144 -1.8198 -2.0345
C -2.9229 -1.5757 -2.2371
C -3.3024 -0.3185 -1.3424
C -2.8155 0.9476 -2.1258
I -2.0366 -0.4342 0.4565
H 2.0714 -0.6728 -0.8338
H 3.0440 -1.9913 -1.6155
H 3.7648 -0.3787 -1.2304
H 3.1075 -0.8569 -3.7507
H 0.7772 -0.6478 -4.4611
H 0.2613 -0.2234 -2.7742
H -3.4770 -2.4686 -1.8785
H -3.1348 -1.3896 -3.3132
H -4.3727 -0.2921 -1.0859
H -3.6456 1.2998 -2.7700
H -2.4635 1.7553 -1.4527
H -1.9462 0.6911 -2.7723
C 8.4293 2.4075 1.5565
C 7.6723 2.3380 0.3930
C 7.0152 1.1620 0.0607
C 7.1215 0.0648 0.9050
C 7.8806 0.1210 2.0658
C 8.5368 1.3000 2.3894
N 6.4109 -1.1686 0.5710
O 5.7709 -1.1905 -0.4608
O 6.4964 -2.0978 1.3434
H 8.9367 3.3289 1.8158
H 7.5920 3.2021 -0.2537
H 6.4281 1.1155 -0.8463
H 7.9662 -0.7357 2.7200
H 9.1295 1.3572 3.2931
C -8.1309 -0.4467 3.7631
C -6.8207 -0.5412 4.2172
C -5.8099 0.1594 3.5744
C -6.1262 0.9541 2.4809
C -7.4301 1.0501 2.0144
C -8.4347 0.3442 2.6612
N -5.0677 1.7123 1.8161
O -3.9391 1.5899 2.2357
O -5.3799 2.4216 0.8796
H -8.9185 -0.9907 4.2705
H -6.5877 -1.1592 5.0745
H -4.7928 0.0809 3.9330
H -7.6743 1.6658 1.1597
H -9.4557 0.4130 2.3088
```

Calculated values
Total charge: 0
Lowest unoccupied orbital energy in eV: -0.4966
Kohn-Sham gap in eV: 8.4
HOMO in eV: -8.922
Molecular weight in g mol⁻¹: 556.35

Entry 3:
DFT (ωB97M-V with the def2-TZVPD basis set) results for one molecule with the formula C18H22FN5O.

Structure (XYZ):
```
47
Properties=species:S:1:pos:R:3
C 3.6062 -0.6545 4.9889
O 2.7439 0.2796 4.3837
C 2.4369 0.1225 3.0719
C 1.5666 1.0634 2.5164
C 1.1945 0.9887 1.1952
C 1.6647 -0.0227 0.3481
C 1.2762 -0.0679 -1.0488
N 1.5091 -1.1444 -1.8425
N 1.1167 -0.9634 -3.0951
C 0.6163 0.2567 -3.1335
C 0.6709 0.8790 -1.8785
C 0.1507 2.2498 -1.5913
N -0.9741 2.2436 -0.6589
C -2.2011 1.6466 -1.1904
C -3.3935 2.1025 -0.3499
C -2.0819 0.1527 -1.2062
C -2.0897 -0.6489 -2.3290
N -1.8686 -1.9119 -1.9241
C -1.6871 -3.0703 -2.7482
N -1.7237 -1.9796 -0.6035
C -1.8569 -0.7460 -0.1403
C -1.7978 -0.4738 1.3208
C 2.5292 -0.9457 0.9335
F 3.0550 -1.9631 0.2004
C 2.9187 -0.8952 2.2584
H 3.7035 -0.3373 6.0258
H 3.1875 -1.6653 4.9576
H 4.5936 -0.6538 4.5165
H 1.1894 1.8471 3.1536
H 0.4932 1.7009 0.7947
H 1.9189 -2.0237 -1.5723
H 0.2339 0.6588 -4.0513
H 0.9433 2.8599 -1.1431
H -0.1267 2.7079 -2.5582
H -1.1753 3.2035 -0.3913
H -2.3663 1.9732 -2.2368
H -3.5332 3.1793 -0.4358
H -4.2979 1.6074 -0.6947
H -3.2338 1.8520 0.6943
H -2.2284 -0.4068 -3.3636
H -0.7955 -2.9517 -3.3696
H -1.5628 -3.9286 -2.0916
H -2.5551 -3.2245 -3.3915
H -2.7965 -0.5417 1.7540
H -1.3982 0.5176 1.5061
H -1.1676 -1.2159 1.8039
H 3.5924 -1.6565 2.6165
```

Calculated values
Total charge: 0
Lowest unoccupied orbital energy in eV: 0.7984
Kohn-Sham gap in eV: 8.6
SMILES string: COc1ccc(-c2[nH]ncc2CN[C@H](C)c2cn(C)nc2C)c(F)c1
Relative energy (zero: lowest compared OMol25 entry of this formula, charge and spin) in eV: 0.0000
HOMO in eV: -7.778
Molecular weight in g mol⁻¹: 343.41

Entry 4:
DFT (ωB97M-V with the def2-TZVPD basis set) results for one molecule with the formula C18H22FNO4.

Structure (XYZ):
```
46
Properties=species:S:1:pos:R:3
O 2.3879 -1.6835 1.4531
C 1.3723 -1.6127 0.7958
C 1.3027 -2.1018 -0.6498
C 2.5906 -1.7371 -1.3891
C 2.6474 -0.2742 -1.7440
O 2.9776 0.1670 -2.8138
O 2.2736 0.5084 -0.7221
C 2.3727 1.9050 -0.9590
C 1.6599 2.3659 -2.2314
O 2.0705 3.3050 -2.8648
C 0.4335 1.6184 -2.6034
C 0.1223 1.5052 -3.9577
C -0.9942 0.8029 -4.3656
C -1.8065 0.2335 -3.4003
F -2.8991 -0.4544 -3.7807
C -1.5328 0.3500 -2.0478
C -0.4027 1.0404 -1.6505
N 0.2090 -1.1308 1.2765
C 0.0572 -0.6561 2.6374
C -0.3275 0.8271 2.6648
C -1.7576 1.0602 2.1829
C -2.7409 0.2328 3.0049
C -2.3933 -1.2501 2.9173
C -0.9679 -1.4963 3.4064
H 1.2117 -3.1903 -0.6193
H 0.4324 -1.6947 -1.1663
H 3.4309 -1.9508 -0.7215
H 2.7063 -2.3126 -2.3072
H 1.9265 2.3912 -0.0876
H 3.4239 2.2026 -1.0373
H 0.7817 1.9639 -4.6775
H -1.2436 0.6942 -5.4089
H -2.2097 -0.0933 -1.3329
H -0.1819 1.1443 -0.5995
H -0.6101 -1.1261 0.6921
H 1.0460 -0.7821 3.0916
H 0.3787 1.3897 2.0504
H -0.2344 1.1857 3.6913
H -1.8506 0.7900 1.1286
H -2.0014 2.1211 2.2689
H -2.6970 0.5519 4.0483
H -3.7587 0.3999 2.6467
H -2.5007 -1.5925 1.8850
H -3.0896 -1.8308 3.5252
H -0.7124 -2.5529 3.3075
H -0.9025 -1.2331 4.4635
```

Calculated values
Total charge: 0
Lowest unoccupied orbital energy in eV: 0.3515
Kohn-Sham gap in eV: 10.0
SMILES string: O=C(CCC(=O)OCC(=O)c1ccc(F)cc1)NC1CCCCC1
Relative energy (zero: lowest compared OMol25 entry of this formula, charge and spin) in eV: 0.0000
HOMO in eV: -9.652
Molecular weight in g mol⁻¹: 335.37